[1]
Formula: C3H9N2OS
Source: the OMol25 dataset
Level of theory: ωB97M-V/def2-TZVPD

Summary:
energy = -702.23801 Eh
charge = +1
strongest force on any atom = 5.04 eV/Å
energy above the lowest of the compared OMol25 structures with the same formula, charge and spin = 117.0 kcal/mol

Geometry (Å):
C 0.5474 0.0618 0.7901
C -1.3261 0.0911 -0.8734
C 2.0096 0.3561 0.9237
N -0.9250 -1.4762 0.2205
N -0.0958 0.7565 -0.5491
O 0.3709 -1.2552 0.5090
S -1.5727 -0.3692 -2.4997
H -0.0905 0.4932 1.6732
H -2.2326 0.3811 -0.2627
H 2.3552 -0.5789 0.4121
H 2.1763 0.2243 2.0295
H 2.2674 1.3550 0.5568
H -1.4555 -1.3358 1.0312
H -0.1490 1.7812 -0.3796
H 0.7312 0.6640 -1.2465
H -2.6109 -1.1492 -2.3351

=====

[2]
Formula: C11H14NO3
Source: the OMol25 dataset
Level of theory: ωB97M-V/def2-TZVPD

Summary:
energy = -708.01568 Eh
SMILES = CC(C)(C)C1=C(C(=O)[O-])N2C(=O)C[C@H]2C1
charge = -1
strongest force on any atom = 4.15 eV/Å
energy above the lowest of the compared OMol25 structures with the same formula, charge and spin = 0.0 kcal/mol

Geometry (Å):
C 1.1531 -0.6131 0.0198
C -0.0451 -0.0702 -0.0010
C 3.1532 1.0494 -0.3923
C 1.5507 -2.1459 -0.1093
C -0.0229 1.5690 0.2684
C 2.5965 2.4994 -0.1731
C 1.4744 1.7129 0.6341
C -2.4485 0.3949 -0.1992
C -1.8173 -1.4710 1.3051
C -1.3602 -1.7141 -1.2418
C -1.3853 -0.7054 -0.0396
N 2.0945 0.4474 0.2493
O 1.9368 -2.4647 -1.2319
O 4.1731 0.6871 -0.8601
O 1.3310 -2.7902 0.9050
H -0.3385 2.2570 -0.5838
H -0.7128 1.7789 1.0743
H 3.3272 3.1956 0.2456
H 2.2735 3.1521 -1.0050
H 1.5610 1.7863 1.7240
H -3.4420 -0.0185 -0.4520
H -2.6695 1.0826 0.6875
H -2.1826 0.9858 -1.0730
H -2.8512 -1.8620 1.2289
H -1.9421 -0.5341 1.9609
H -1.3336 -2.2250 1.8447
H -2.4020 -1.9051 -1.6044
H -0.9420 -2.6695 -1.0204
H -0.7293 -1.4097 -2.1608

=====

[3]
Formula: C3H5CuO4
Source: the OMol25 dataset
Level of theory: ωB97M-V/def2-TZVPD

Summary:
energy = -2058.39648 Eh
expectation value of S² = 0.7560
spin multiplicity = 2
charge = +1
strongest force on any atom = 3.80 eV/Å
energy above the lowest of the compared OMol25 structures with the same formula, charge and spin = 0.0 kcal/mol

Geometry (Å):
C -1.1332 -1.6978 0.1622
O -0.4281 -0.5089 0.4709
C -0.8155 0.7132 -0.2176
H -1.5158 -1.6853 -0.8679
H -0.4396 -2.5394 0.2660
H -1.9819 -1.7993 0.8514
H -1.8763 0.9156 0.0131
H -0.6726 0.5360 -1.2992
Cu 0.8317 0.4030 1.5312
O 0.0530 1.6488 0.2658
C 2.5107 1.4419 -0.3889
O 2.9862 1.8334 -1.3738
O 2.4813 0.7387 0.5868

=====

[4]
Formula: C7H12N4O2
Source: the OMol25 dataset
Level of theory: ωB97M-V/def2-TZVPD

Summary:
energy = -643.26716 Eh
charge = 0
strongest force on any atom = 8.55 eV/Å
energy above the lowest of the compared OMol25 structures with the same formula, charge and spin = 109.4 kcal/mol

Geometry (Å):
C 1.0681 0.8090 1.8022
C 1.5595 1.7270 0.5049
C 0.4424 1.2435 -1.5205
C 0.2014 -1.1416 -1.5564
C -0.4556 -2.2121 -1.1824
C -1.7937 -1.9915 -0.6588
C -1.6487 0.3616 -0.7824
H 1.5661 1.2977 3.8816
H 1.1366 2.6724 2.9777
H 1.3092 -0.2479 1.9685
H -0.0949 0.7240 1.5778
H 0.9535 2.6443 0.4366
H 2.5444 2.1232 0.6969
H -0.3440 2.0918 -1.4741
H 0.9090 1.0872 -2.6239
H 1.0672 -1.2498 -2.4176
H -0.2276 -3.1508 -1.4268
H -2.9375 -3.2680 0.2522
H -1.4571 -4.0892 0.1319
N 1.5454 1.8311 2.9016
N -0.3683 0.0839 -1.3059
N -2.3036 -3.2539 -0.5241
N -2.3435 -0.7957 -0.5391
O 1.6184 1.2672 -0.7616
O -1.9466 1.4362 -0.3581

=====

[5]
Formula: C4H6OS
Source: the OMol25 dataset
Level of theory: ωB97M-V/def2-TZVPD

Summary:
energy = -629.30414 Eh
SMILES = C/C=C\SC=O
charge = 0
strongest force on any atom = 5.53 eV/Å
energy above the lowest of the compared OMol25 structures with the same formula, charge and spin = 89.8 kcal/mol

Geometry (Å):
C 1.8091 -0.5682 0.2505
C 1.1992 0.7545 0.1112
C -0.0484 0.9104 -0.3998
C -2.5843 -0.4886 0.1367
H 2.2751 -1.1478 -0.8409
H 0.8991 -1.3981 0.6466
H 2.6745 -0.3861 0.7966
H 1.7168 1.7611 -0.2310
H -0.6745 1.9442 -0.4806
H -3.2640 -1.3114 0.2040
O -3.1238 0.6231 0.1778
S -0.8788 -0.6931 -0.3712

=====

[6]
Formula: C27H35BeCl6F10LiMgO7P2S2
Source: the OMol25 dataset
Level of theory: ωB97M-V/def2-TZVPD

Summary:
energy = -7036.55382 Eh
charge = +2
strongest force on any atom = 5.94 eV/Å

Geometry (Å):
C 2.2935 -2.5824 3.4516
C 2.5226 -1.1855 3.3824
C 1.7252 -0.1494 2.4675
C 2.4757 0.4805 1.2204
C 3.9899 0.0445 0.8495
C 3.7985 -0.8356 -0.5208
C 3.5419 -2.4163 -0.1808
C 1.9644 -2.6794 -0.0005
S 1.1419 -3.5541 -1.4155
O 0.1440 -4.5304 -0.7858
O 2.0705 -4.3476 -2.2863
Cl -0.0494 -2.2518 -2.5709
C 1.7392 1.5451 0.3064
C 2.4435 2.2492 -0.9411
C 3.5165 3.3699 -0.4645
C 3.1005 4.1534 0.8623
F 1.7604 4.6390 0.8706
F 3.4228 3.4443 2.0770
F 3.9314 5.3336 0.9111
C 0.2403 1.9420 0.6136
C -0.6246 2.9406 -0.2580
C -1.5372 2.1409 -1.2976
C -0.9076 0.7208 -1.6962
Cl -1.5699 3.1393 -2.8776
C -0.4963 1.3223 1.8494
C 0.2640 0.2849 2.7547
C -0.6030 -0.2595 4.0015
O -0.5579 -1.4588 4.4016
C -1.5849 0.8382 4.6615
P -1.8693 0.9391 6.5464
O -1.5204 2.3550 7.0980
C -2.2854 1.7954 3.8395
S -3.4206 3.0828 4.4943
C -2.0105 1.7271 2.2396
O -2.9132 1.9598 1.3994
H 1.4770 -3.1340 2.8719
H 2.9477 -3.1739 4.1981
H 3.3723 -0.7449 4.0264
H 4.6657 0.9489 0.6859
H 4.4570 -0.6452 1.6297
H 4.7695 -0.7140 -1.1223
H 2.8548 -0.5008 -1.1028
H 3.9297 -2.9855 -1.1161
H 4.1901 -2.7632 0.6942
H 1.8435 -3.3598 0.9180
H 1.3467 -1.7244 0.1947
H 3.0426 1.5221 -1.6137
H 1.7106 2.7802 -1.6569
H 4.5680 2.9174 -0.2870
H 3.6083 4.1679 -1.2957
H -1.3280 3.5061 0.4696
H -0.0346 3.7518 -0.7994
H -2.6396 2.0624 -0.9678
H -1.7552 0.0897 -2.1772
H -0.5241 0.0983 -0.8193
H -0.1273 0.8425 -2.5454
H -1.0326 0.0161 7.2684
H -3.2737 0.7449 6.8295
H -3.2643 4.1758 3.6355
Be 4.1099 -1.4591 -2.8070
C -4.0160 -2.1055 -0.8387
C -4.5566 -0.6584 -1.0446
O -3.4809 0.0759 -1.1619
H -3.3982 -2.1827 0.0614
H -4.8534 -2.8081 -0.7236
H -3.4220 -2.4457 -1.6923
H -5.2405 -0.4736 -0.1976
H -5.2664 -0.7130 -1.8890
F -7.7185 -3.8064 -3.3622
P -6.5537 -3.0322 -4.1456
F -5.7960 -4.4407 -4.2654
F -7.3122 -3.4175 -5.5005
F -7.1051 -1.9758 -3.0646
F -6.2964 -1.7866 -5.1187
F -5.0948 -2.7638 -3.5522
Li -1.1016 -3.0269 5.3360
F -0.6856 -5.6276 4.0461
C 4.5067 5.8490 -4.6901
C 5.0399 4.4810 -4.3152
O 4.0028 3.6892 -3.7392
H 4.1052 6.3588 -3.8102
H 5.2931 6.4677 -5.1278
H 3.6871 5.7611 -5.4094
H 5.8432 4.5719 -3.5808
H 5.4327 3.9604 -5.1937
H 3.2999 3.6057 -4.3980
C -4.2338 -5.7600 1.0621
Cl -4.7056 -4.4183 -0.0119
Cl -2.6783 -6.4604 0.5035
Cl -4.0338 -5.1520 2.7280
Cl -5.4863 -7.0098 1.0340
Mg -1.2249 -5.3719 1.9476

=====

[7]
Formula: C41H37N3OP2S2V
Source: the OMol25 dataset
Level of theory: ωB97M-V/def2-TZVPD

Summary:
energy = -4246.70866 Eh
expectation value of S² = 0.7704
spin multiplicity = 2
charge = +2
strongest force on any atom = 4.71 eV/Å

Geometry (Å):
V -0.0737 0.0378 -0.1349
C -1.0214 1.0742 4.0358
C -0.6187 1.2265 2.6025
N -0.4873 0.1320 1.8732
N -0.7148 -1.0380 2.5490
C -0.9325 -2.0689 1.8261
S -1.0414 -1.9322 0.0638
S -1.1554 -3.6514 2.4791
C -1.7161 -3.2486 4.1719
C -3.2089 -3.0077 4.2971
C -3.8025 -3.2434 5.5358
C -5.1635 -3.0580 5.7139
C -5.9569 -2.6423 4.6553
C -5.3744 -2.3868 3.4241
C -4.0096 -2.5616 3.2487
C -0.3644 2.5624 2.0686
C -0.4329 3.7182 2.8552
C -0.1716 4.9656 2.3221
C 0.1759 5.1055 0.9843
C 0.2501 3.9871 0.1741
C -0.0237 2.7405 0.7099
O 0.0315 1.6282 -0.0343
H -1.7595 0.2833 4.1322
H -0.1506 0.7702 4.6226
H -1.4267 1.9856 4.4588
H -1.4179 -4.1022 4.7789
H -1.1319 -2.3852 4.4848
H -3.1912 -3.5739 6.3676
H -5.6121 -3.2523 6.6789
H -7.0240 -2.5235 4.7850
H -5.9843 -2.0662 2.5896
H -3.5834 -2.3636 2.2755
H -0.6968 3.6552 3.8997
H -0.2423 5.8407 2.9526
H 0.3756 6.0843 0.5710
H 0.5064 4.0604 -0.8757
C 2.7341 -1.9667 -2.7654
N 1.6787 -1.5592 -1.8239
P 0.2310 -0.7961 -2.3695
C 0.6954 0.1673 -3.8242
C 0.1926 -0.1307 -5.0886
C 0.5660 0.6509 -6.1712
C 1.4318 1.7202 -5.9955
C 1.9308 2.0203 -4.7329
C 1.5571 1.2519 -3.6457
C -0.8499 -2.1134 -2.9540
C -0.4694 -3.4488 -3.0081
C -1.3987 -4.4072 -3.3812
C -2.7006 -4.0360 -3.6870
C -3.0890 -2.7051 -3.6090
C -2.1672 -1.7419 -3.2374
P 2.0119 -0.9987 -0.2527
C 3.5590 -0.0771 -0.3151
C 4.7741 -0.7618 -0.3055
C 5.9553 -0.0583 -0.4732
C 5.9283 1.3197 -0.6446
C 4.7206 2.0045 -0.6315
C 3.5340 1.3099 -0.4651
C 2.2981 -2.4020 0.8327
C 2.5114 -2.0994 2.1795
C 2.7218 -3.1231 3.0864
C 2.7262 -4.4428 2.6516
C 2.4961 -4.7413 1.3159
C 2.2659 -3.7235 0.4029
H 2.2734 -2.4424 -3.6302
H 3.4027 -2.6794 -2.2838
H 3.3206 -1.1152 -3.1158
H -0.4767 -0.9688 -5.2278
H 0.1818 0.4232 -7.1562
H 1.7218 2.3246 -6.8444
H 2.6057 2.8560 -4.6045
H 1.9411 1.4777 -2.6562
H 0.5384 -3.7429 -2.7453
H -1.1062 -5.4472 -3.4315
H -3.4173 -4.7916 -3.9793
H -4.1100 -2.4219 -3.8262
H -2.4603 -0.6995 -3.1575
H 4.7934 -1.8353 -0.1604
H 6.8986 -0.5874 -0.4675
H 6.8539 1.8617 -0.7834
H 4.7070 3.0802 -0.7468
H 2.5881 1.8395 -0.4356
H 2.5165 -1.0627 2.5015
H 2.8954 -2.8954 4.1296
H 2.9042 -5.2415 3.3589
H 2.4974 -5.7697 0.9807
H 2.0618 -3.9596 -0.6345

=====

[8]
Formula: C5H8BrF
Source: the OMol25 dataset
Level of theory: ωB97M-V/def2-TZVPD

Summary:
energy = -2869.10653 Eh
SMILES = C[C@@H]1[C@H](C)[C@@]1(F)Br
charge = 0
strongest force on any atom = 4.67 eV/Å
energy above the lowest of the compared OMol25 structures with the same formula, charge and spin = 21.9 kcal/mol

Geometry (Å):
C -0.0801 -0.6411 0.6463
C -0.3826 -0.4557 -0.8398
C 1.1144 -0.7463 -0.5969
C -0.0340 0.3546 1.7941
C -0.6981 0.9252 -1.2817
F 2.0801 0.1677 -0.5527
Br 1.8832 -2.4589 -0.9416
H -0.4021 -1.6773 1.0516
H -0.8604 -1.3000 -1.2532
H 0.1526 1.3843 1.4521
H 0.6944 -0.0276 2.5832
H -0.9884 0.5111 2.2169
H -1.1533 0.8967 -2.3142
H 0.2314 1.7136 -1.1442
H -1.5569 1.3538 -0.8198

=====

[9]
Formula: C42H66I2N4P3SiSn
Source: the OMol25 dataset
Level of theory: ωB97M-V/def2-TZVPD

Summary:
energy = -3982.08667 Eh
charge = +1
strongest force on any atom = 0.17 eV/Å
energy above the lowest of the compared OMol25 structures with the same formula, charge and spin = 0.0 kcal/mol

Geometry (Å):
Sn 0.2007 1.2240 -0.6896
C 4.3747 0.7945 -1.3260
C 3.8827 1.6920 -0.1980
C 3.4698 3.0667 -0.7273
P 2.4611 0.9055 0.6699
C 2.3850 1.6671 2.3734
C 2.1274 0.6098 3.4504
C 3.6002 2.5136 2.7508
C 2.8956 -0.8487 0.8479
C 4.0623 -1.1917 1.5366
C 4.3976 -2.5188 1.7264
C 3.5550 -3.5101 1.2351
C 2.4085 -3.1665 0.5414
C 2.0586 -1.8302 0.3144
Si 0.5551 -1.4110 -0.7854
C 1.0960 -1.9820 -2.5384
C 1.3284 -3.3570 -2.6811
C 1.7550 -3.9208 -3.8702
C 1.9495 -3.1119 -4.9786
C 1.7202 -1.7519 -4.8738
C 1.3061 -1.1743 -3.6693
P 1.0238 0.6289 -3.5431
C 2.0280 1.3490 -4.9276
C 3.5270 1.0840 -4.7847
C 1.7628 2.8479 -5.0659
C -0.7232 0.8368 -4.1814
C -1.6956 -0.0990 -3.4603
C -0.8931 0.6401 -5.6868
C -0.8457 -2.6338 -0.3535
C -1.5025 -3.2836 -1.4069
C -2.4026 -4.3142 -1.1887
C -2.6486 -4.7474 0.1046
C -2.0541 -4.0851 1.1662
C -1.1992 -3.0021 0.9590
P -0.6185 -1.9200 2.3259
C -2.2431 -1.0173 2.6223
C -2.0260 0.3387 3.3175
C -3.3540 -1.8027 3.3140
C -0.4899 -3.0690 3.7746
C 0.6276 -4.0760 3.5045
C -0.1843 -2.2716 5.0436
H 5.1316 1.3206 -1.9100
H 3.5526 0.5311 -1.9948
H 4.8093 -0.1283 -0.9498
H 4.6808 1.8081 0.5388
H 2.7607 2.9579 -1.5529
H 4.3437 3.6041 -1.0996
H 2.9917 3.6887 0.0323
H 1.5126 2.3236 2.3140
H 3.0451 0.0685 3.6815
H 1.3644 -0.1053 3.1514
H 1.7949 1.1064 4.3650
H 4.5058 1.9076 2.8152
H 3.4306 2.9420 3.7403
H 3.7844 3.3366 2.0617
H 4.7132 -0.4165 1.9269
H 5.3023 -2.7819 2.2584
H 3.7969 -4.5532 1.3953
H 1.7611 -3.9589 0.1847
H 1.1574 -4.0186 -1.8416
H 1.9306 -4.9870 -3.9321
H 2.2770 -3.5361 -5.9188
H 1.8790 -1.1355 -5.7477
H 1.6787 0.8650 -5.8413
H 3.9647 1.7347 -4.0282
H 4.0267 1.3020 -5.7305
H 3.7520 0.0511 -4.5178
H 2.0931 3.3821 -4.1740
H 0.7091 3.0802 -5.2202
H 2.3226 3.2425 -5.9161
H -0.9789 1.8703 -3.9177
H -1.5178 -1.1328 -3.7613
H -2.7204 0.1590 -3.7355
H -1.6302 -0.0543 -2.3717
H -0.5641 -0.3575 -5.9883
H -0.3565 1.3759 -6.2826
H -1.9513 0.7237 -5.9434
H -1.2820 -3.0058 -2.4288
H -2.8839 -4.7980 -2.0290
H -3.3106 -5.5839 0.2881
H -2.2659 -4.4221 2.1727
H -2.5655 -0.8153 1.5961
H -1.8230 0.1941 4.3792
H -4.0351 0.7525 3.5918
H -0.7321 1.8974 3.2795
H -3.1355 -1.9716 4.3704
H -3.5081 -2.7701 2.8417
H -4.3133 -1.2815 3.2516
H -1.4288 -3.6093 3.9213
H 1.5817 -3.5617 3.3679
H 0.4349 -4.6695 2.6093
H 0.7308 -4.7601 4.3492
H 0.7082 -1.6549 4.9123
H 0.0013 -2.9510 5.8777
H -1.0079 -1.6187 5.3350
I -3.3748 3.4852 -2.3790
C -1.8515 4.5408 -1.3372
I -0.1933 5.0729 -2.5322
H -1.4839 3.8990 -0.5436
H -2.2962 5.4497 -0.9528
C -4.2057 4.3540 1.7098
C -5.2449 3.2823 2.0174
C -5.6172 3.2764 3.4983
C -4.7925 1.9131 1.4945
N -3.4471 1.5175 1.8827
C -2.3966 1.6318 1.0801
N -1.1483 1.4310 1.3904
N -0.9032 1.0512 2.7467
N -3.2049 1.2334 3.2530
H -4.5771 5.3393 1.9909
H -3.9616 4.3776 0.6448
H -3.2865 4.1743 2.2733
H -6.1520 3.5070 1.4465
H -4.7359 3.1474 4.1267
H -6.3284 2.4793 3.7276
H -6.0867 4.2214 3.7726
H -4.7969 1.9191 0.4036
H -5.4844 1.1303 1.8223
H -2.6274 1.8774 0.0468

=====

[10]
Formula: C27H28BiN2Si
Source: the OMol25 dataset
Level of theory: ωB97M-V/def2-TZVPD

Summary:
energy = -1658.80747 Eh
charge = +1
strongest force on any atom = 2.75 eV/Å
energy above the lowest of the compared OMol25 structures with the same formula, charge and spin = 26.7 kcal/mol

Geometry (Å):
C 0.4888 -2.1778 -0.9760
C -0.2345 -1.6867 -2.1050
C 0.6366 -1.0022 -2.9824
H -1.3017 -1.8922 -2.3179
C 1.9675 -1.0567 -2.4027
C 1.8578 -1.7967 -1.1376
H 2.7118 -2.2321 -0.5797
H 0.0555 -2.8347 -0.1650
H 0.4193 -0.6104 -3.9930
H 2.9082 -0.8646 -2.8993
Bi 1.7169 0.9724 -0.9132
C -0.6638 1.7230 -0.1123
H -0.6538 1.3836 -1.1723
H -0.1003 1.3923 0.7950
H -1.4962 2.4778 0.0803
Si -3.0541 -0.1678 0.0391
C -3.4174 0.4749 1.7636
C -4.2641 -0.4145 2.5232
H -4.4760 -1.4301 2.1624
C -4.8913 0.0488 3.6748
H -5.6386 -0.5749 4.2170
C -4.5157 1.2650 4.2523
H -5.0590 1.7010 5.1463
C -3.5107 2.0496 3.6551
H -3.1701 3.0238 4.1083
C -2.9574 1.6713 2.4070
H -2.1100 2.2379 1.9754
C -3.4391 0.6573 -1.6459
C -4.7986 0.5908 -1.9530
H -5.4957 0.5214 -1.1195
C -5.2829 0.5715 -3.2705
H -6.3350 0.4113 -3.4502
C -4.3723 0.6981 -4.3440
H -4.7359 0.6017 -5.3576
C -3.0238 0.9557 -4.0710
H -2.3321 1.1520 -4.9072
C -2.5507 0.9247 -2.7328
H -1.4959 1.1031 -2.6125
H -1.6168 -0.5259 0.1921
H -3.8759 -1.3115 -0.0595
N 2.0005 0.0922 1.4723
C 3.3782 -0.1682 1.8450
C 3.7044 -0.5660 3.1297
C 5.0309 -0.9939 3.3518
C 5.9695 -1.0718 2.3294
C 5.6316 -0.6224 1.0154
C 6.4847 -0.7336 -0.1016
C 6.0572 -0.2626 -1.3332
C 4.7986 0.3376 -1.4538
N 3.9236 0.4105 -0.4157
C 4.3271 -0.1010 0.8152
H 1.4891 -0.7675 1.2134
H 1.4817 0.4926 2.2412
H 2.9482 -0.5455 3.9317
H 5.3035 -1.3020 4.3549
H 6.9737 -1.4574 2.5109
H 7.4608 -1.1767 0.0223
H 6.6733 -0.3615 -2.2387
H 4.4707 0.7671 -2.4014